Model one:
Entry from the OMol25 dataset: an isolated molecule of C2H3N3OS (wB97M-V/def2-TZVPD).

Calculated values
- Lowest unoccupied orbital energy: 0.67 eV
- Molar mass: 117.13 u
- HOMO energy: -7.77 eV
- Multiplicity: 1

Atoms and positions in Å:
C 0.216 0.154 0.008
C -1.063 0.251 0.428
N 0.275 -0.392 -1.250
N -1.966 -0.295 -0.558
N -1.080 -0.897 -1.571
O -3.280 -0.288 -2.759
S -2.137 0.357 -2.168
H 1.138 0.350 0.466
H -1.610 0.514 1.332
H 1.122 -0.693 -1.659

---

Model two:
Entry from the OMol25 dataset: an isolated molecule of C2H3N3OS (wB97M-V/def2-TZVPD).

Calculated values
- Lowest unoccupied orbital energy: 0.30 eV
- Molar mass: 117.13 u
- HOMO energy: -9.37 eV
- SMILES: O=c1nc[nH]n1S
- Multiplicity: 1

Atoms and positions in Å:
O -0.010 2.019 0.144
C -0.414 0.935 -0.119
N -1.810 0.602 -0.157
C -1.979 -0.732 -0.109
N -0.720 -1.393 0.323
N 0.231 -0.356 0.124
S 1.975 -0.369 -0.156
H -2.839 -1.518 -0.046
H -0.671 -2.258 -0.293
H 2.437 0.335 1.013

---

The structure with the least stability is model one.

---

Model one:
Entry from the OMol25 dataset: a cluster of 2 separate species, C9H9N in total (wB97M-V/def2-TZVPD).

Calculated values
- Lowest unoccupied orbital energy: 0.78 eV
- Molar mass: 131.18 u
- HOMO energy: -7.47 eV
- SMILES: C#C/C=C\NC#CC.C#C
- Multiplicity: 1

Atoms and positions in Å:
C -0.453 -1.333 -1.596
C -1.413 -1.240 -0.883
C -2.416 -1.314 0.080
C -2.878 -0.416 0.998
N -2.316 0.791 1.223
C -1.227 1.356 0.650
C -0.184 1.703 0.138
C 1.074 2.104 -0.312
H 0.266 -1.652 -2.282
H -2.832 -2.265 0.087
H -3.706 -0.681 1.615
H -2.846 1.301 1.892
H 0.802 2.738 -1.296
H 1.796 1.359 -0.502
H 1.486 2.919 0.218
C 3.336 -2.056 -0.031
C 2.453 -2.306 0.741
H 4.181 -1.699 -0.593
H 1.566 -2.362 1.343

---

Model two:
Entry from the OMol25 dataset: an isolated molecule of C9H9N (wB97M-V/def2-TZVPD).

Calculated values
- Lowest unoccupied orbital energy: 0.83 eV
- Molar mass: 131.18 u
- HOMO energy: -8.71 eV
- SMILES: C#C[C@]12[C@@H]([C@@H]1C)[C@@H]2CC#N
- Multiplicity: 1

Atoms and positions in Å:
C -1.634 2.517 1.401
C -1.338 1.599 0.651
C -0.533 0.665 0.027
C -0.485 -0.873 0.146
C -0.434 -0.183 -1.201
C 0.749 -0.108 -2.200
C 0.575 -0.006 0.801
C 0.486 -0.061 2.245
C -0.719 0.453 2.950
N -1.685 0.775 3.504
H -2.092 3.323 1.997
H -0.992 -1.740 0.449
H -1.305 -0.105 -1.800
H 1.536 0.500 -1.775
H 0.395 0.465 -3.062
H 1.011 -1.081 -2.605
H 1.600 0.187 0.476
H 1.381 0.480 2.661
H 0.720 -1.064 2.557

---

The structure with the least stability is model one.

---

Model one:
Entry from the OMol25 dataset: a cluster of 2 separate species, C3H11NO3 in total (wB97M-V/def2-TZVPD).

Calculated values
- Lowest unoccupied orbital energy: 0.74 eV
- Molar mass: 109.12 u
- HOMO energy: -9.05 eV
- SMILES: OCCNCO.O
- Multiplicity: 1

Atoms and positions in Å:
O -0.633 0.174 0.598
C -0.968 -0.571 -0.568
C 0.272 -1.038 -1.292
N 1.054 0.031 -1.839
C 2.053 0.689 -1.064
O 1.528 1.869 -0.408
H -0.167 0.972 0.276
H -1.617 -1.404 -0.237
H -1.690 -0.034 -1.180
H 0.869 -1.488 -0.506
H 0.019 -1.781 -2.041
H 0.668 0.649 -2.535
H 2.355 0.017 -0.268
H 2.893 0.988 -1.704
H 2.054 2.633 -0.661
O -2.852 -1.171 3.945
H -2.824 -1.545 3.052
H -2.869 -0.224 3.768

---

Model two:
Entry from the OMol25 dataset: a cluster of 2 separate species, C3H11NO3 in total (wB97M-V/def2-TZVPD).

Calculated values
- Lowest unoccupied orbital energy: 0.90 eV
- Molar mass: 109.12 u
- HOMO energy: -9.43 eV
- SMILES: COOO.CCN
- Multiplicity: 1

Atoms and positions in Å:
C -1.818 -1.942 -2.005
O -0.752 -1.593 -1.144
O -1.020 -1.931 0.182
O -1.807 -0.950 0.788
H -1.993 -3.020 -1.999
H -1.482 -1.617 -2.987
H -2.732 -1.412 -1.726
H -1.180 -0.277 1.117
C 2.021 2.104 0.418
C 0.929 1.037 0.426
N 0.874 0.401 1.734
H 2.948 1.671 0.792
H 2.183 2.477 -0.593
H 1.738 2.939 1.069
H -0.023 1.499 0.125
H 1.174 0.273 -0.310
H 0.619 -0.573 1.708
H 0.321 0.916 2.407

---

The structure with the least stability is model two.

---

Model one:
Entry from the OMol25 dataset: a cluster of 2 separate species, C3H11NO3 in total (wB97M-V/def2-TZVPD).

Calculated values
- Lowest unoccupied orbital energy: 0.61 eV
- Molar mass: 109.12 u
- HOMO energy: -10.04 eV
- SMILES: NC(CO)CO.O
- Multiplicity: 1

Atoms and positions in Å:
N 0.147 1.279 0.060
C -0.279 0.039 -0.643
C -1.702 -0.428 -0.214
O -2.683 0.556 -0.507
C 0.622 -1.129 -0.221
O 1.900 -1.083 -0.851
H -0.655 1.905 0.172
H 0.612 1.855 -0.646
H -0.313 0.247 -1.717
H -1.870 -1.305 -0.855
H -1.716 -0.757 0.825
H -2.726 0.567 -1.459
H 0.608 -1.254 0.860
H 0.241 -2.082 -0.605
H 2.453 -0.536 -0.282
O 2.196 0.705 1.943
H 1.747 0.439 2.756
H 1.419 0.983 1.385

---

Model two:
Entry from the OMol25 dataset: a structure of composition C3H11NO3 (wB97M-V/def2-TZVPD).

Calculated values
- Lowest unoccupied orbital energy (spin up / spin down): -1.70 / -1.74 eV
- Molar mass: 109.12 u
- HOMO energy (spin up / spin down): -9.86 / -9.52 eV
- Multiplicity: 1

Atoms and positions in Å:
C -1.257 1.008 -0.458
C 2.073 0.550 1.004
C -1.995 0.419 0.710
O 1.053 -0.343 0.607
H -1.903 1.440 -1.220
H -0.473 1.698 -0.173
H 2.654 0.887 0.139
H 1.591 1.412 1.467
H 2.749 0.089 1.732
H -2.748 -0.295 0.378
H -2.489 1.213 1.276
H -1.306 -0.101 1.372
N -0.421 -1.348 -1.736
O 0.786 -1.625 -2.086
O 1.604 -2.164 -1.185
H 1.473 -1.121 0.131
H -0.610 -1.700 -0.783
H -0.780 -0.021 -1.175

---

Model three:
Entry from the OMol25 dataset: a cluster of 3 separate species, C3H11NO3 in total (wB97M-V/def2-TZVPD).

Calculated values
- Lowest unoccupied orbital energy: 0.69 eV
- Molar mass: 109.12 u
- HOMO energy: -10.08 eV
- SMILES: CCNC=O.O.O
- Multiplicity: 1

Atoms and positions in Å:
C 1.382 0.632 2.236
C 1.749 0.417 0.777
N 0.600 0.801 -0.063
C 0.856 0.958 -1.404
O 0.104 1.440 -2.217
H 0.365 0.297 2.436
H 1.329 1.689 2.450
H 2.104 0.219 2.942
H 2.699 0.893 0.537
H 1.838 -0.669 0.662
H 0.018 1.408 0.499
H 1.805 0.441 -1.648
O -1.816 -1.585 1.564
H -2.573 -2.143 1.348
H -1.330 -1.652 0.728
O -2.068 -1.802 -1.274
H -2.966 -1.453 -1.230
H -1.597 -1.032 -1.623

---

Model four:
Entry from the OMol25 dataset: a cluster of 2 separate species, C3H11NO3 in total (wB97M-V/def2-TZVPD).

Calculated values
- Lowest unoccupied orbital energy: 0.83 eV
- Molar mass: 109.12 u
- HOMO energy: -9.58 eV
- SMILES: NC(CO)CO.O
- Multiplicity: 1

Atoms and positions in Å:
N -0.692 -0.048 1.308
C -0.450 -0.783 0.116
C 1.028 -0.864 -0.265
O 1.835 -1.106 0.998
C -1.269 -0.115 -1.052
O -0.826 -0.735 -2.224
H -0.320 -0.369 2.217
H -1.666 0.066 1.454
H -0.819 -1.874 0.214
H 1.346 -1.572 -1.046
H 1.387 0.122 -0.535
H 2.734 -0.623 1.039
H -2.297 -0.018 -0.770
H -0.900 0.867 -1.075
H -0.120 -0.188 -2.498
O 0.681 2.343 0.575
H 0.331 3.227 0.582
H 0.018 1.671 0.963

---

The structure with the least stability is model two.

---

Model one:
Entry from the OMol25 dataset: a cluster of 2 separate species, C3H11NO3 in total (wB97M-V/def2-TZVPD).

Calculated values
- Lowest unoccupied orbital energy: 0.70 eV
- Molar mass: 109.12 u
- HOMO energy: -9.04 eV
- SMILES: OCCNCO.O
- Multiplicity: 1

Atoms and positions in Å:
O 2.070 1.854 -0.795
C 0.664 1.973 -1.123
C -0.133 0.713 -0.759
N -0.662 0.714 0.591
C -0.013 -0.098 1.566
O -0.827 -0.964 2.355
H 2.111 1.429 0.054
H 0.596 2.147 -2.193
H 0.297 2.758 -0.460
H 0.507 -0.162 -0.895
H -0.896 0.653 -1.543
H -1.662 0.684 0.550
H 0.691 0.465 2.204
H 0.702 -0.789 1.078
H -1.254 -0.322 2.938
O -1.086 -3.601 -1.124
H -0.685 -3.688 -1.991
H -0.420 -3.766 -0.454

---

Model two:
Entry from the OMol25 dataset: a cluster of 2 separate species, C3H11NO3 in total (wB97M-V/def2-TZVPD).

Calculated values
- Lowest unoccupied orbital energy: 0.88 eV
- Molar mass: 109.12 u
- HOMO energy: -9.00 eV
- SMILES: OCCNCO.O
- Multiplicity: 1

Atoms and positions in Å:
O 1.737 -0.616 -0.570
C 0.646 -1.552 -0.460
C -0.152 -1.178 0.765
N -0.602 0.215 0.705
C -0.523 0.878 2.010
O 0.773 0.848 2.513
H 2.507 -1.071 -0.924
H 1.069 -2.544 -0.303
H 0.044 -1.440 -1.351
H 0.449 -1.392 1.632
H -1.010 -1.845 0.816
H -1.587 0.182 0.475
H -1.182 0.390 2.743
H -0.877 1.899 1.858
H 1.392 0.968 1.780
O -1.612 1.145 -4.063
H -1.168 1.997 -4.033
H -2.161 1.155 -4.856

---

The structure with the least stability is model one.

---

Model one:
Entry from the OMol25 dataset: a cluster of 3 separate species, C3H11NO3 in total (wB97M-V/def2-TZVPD).

Calculated values
- Lowest unoccupied orbital energy: 0.58 eV
- Molar mass: 109.12 u
- HOMO energy: -10.18 eV
- SMILES: CCNC=O.O.O
- Multiplicity: 1

Atoms and positions in Å:
C -0.508 -2.521 0.336
C 0.818 -1.710 0.364
N 0.636 -0.275 0.558
C -0.424 0.475 0.259
O -0.492 1.668 0.526
H -0.224 -3.531 0.632
H -1.201 -2.063 1.035
H -0.925 -2.519 -0.667
H 1.354 -1.965 -0.553
H 1.377 -2.019 1.244
H 1.379 0.212 1.029
H -1.187 0.015 -0.381
O -2.708 2.531 -1.233
H -1.988 2.342 -0.615
H -3.137 3.334 -0.909
O 2.507 1.947 -0.948
H 2.961 1.661 -0.142
H 1.764 2.417 -0.534

---

Model two:
Entry from the OMol25 dataset: a cluster of 3 separate species, C3H11NO3 in total (wB97M-V/def2-TZVPD).

Calculated values
- Lowest unoccupied orbital energy: 0.30 eV
- Molar mass: 109.12 u
- HOMO energy: -9.50 eV
- SMILES: C[C@@H](N)C=O.O.O
- Multiplicity: 1

Atoms and positions in Å:
C 0.462 -1.432 -1.202
C -0.357 -0.015 -1.289
N -1.773 -0.128 -0.808
C 0.496 0.952 -0.648
O 0.922 1.935 -1.349
H 1.354 -1.390 -1.892
H -0.091 -2.284 -1.600
H 1.046 -1.624 -0.302
H -0.501 0.416 -2.305
H -1.802 -1.076 -0.407
H -2.535 0.003 -1.495
H 1.260 0.698 0.109
O -1.213 0.620 2.192
H -0.443 0.111 2.511
H -0.896 1.049 1.440
O 1.318 -1.154 2.204
H 2.220 -1.373 2.415
H 0.971 -1.874 1.642

---

Model three:
Entry from the OMol25 dataset: a cluster of 3 separate species, C3H11NO3 in total (wB97M-V/def2-TZVPD).

Calculated values
- Lowest unoccupied orbital energy: 0.41 eV
- Molar mass: 109.12 u
- HOMO energy: -9.69 eV
- SMILES: CNCC=O.O.O
- Multiplicity: 1

Atoms and positions in Å:
C -1.713 -1.051 -0.758
N -0.472 -0.399 -0.413
C -0.283 0.796 0.356
C 0.922 1.062 1.211
O 1.760 1.915 1.007
H -2.356 -1.283 0.098
H -2.440 -0.432 -1.405
H -1.608 -1.949 -1.332
H 0.057 -0.331 -1.269
H -1.054 0.672 1.342
H -0.597 1.746 -0.151
H 1.166 0.097 1.786
O 0.241 -2.214 1.764
H -0.491 -1.956 2.380
H 0.001 -1.650 0.921
O 2.292 1.285 -2.063
H 2.543 2.190 -2.315
H 2.032 1.502 -1.160

---

Model four:
Entry from the OMol25 dataset: a cluster of 3 separate species, C3H11NO3 in total (wB97M-V/def2-TZVPD).

Calculated values
- Lowest unoccupied orbital energy: 0.54 eV
- Molar mass: 109.12 u
- HOMO energy: -9.86 eV
- SMILES: CCC(N)=O.O.O
- Multiplicity: 1

Atoms and positions in Å:
C -1.841 -0.364 -1.683
C -1.434 -0.181 -0.089
C 0.076 -0.325 -0.177
N 0.540 -1.322 0.687
O 0.809 0.440 -0.784
H -2.975 -0.283 -1.785
H -1.365 0.459 -2.342
H -1.751 -1.493 -2.074
H -1.965 -1.099 0.425
H -1.791 0.734 0.394
H 1.417 -1.102 1.179
H 0.207 -2.290 0.731
O 3.168 5.948 -0.321
H 2.459 6.114 -0.993
H 3.072 6.519 0.418
O 0.031 -3.895 2.058
H 0.484 -4.320 2.787
H 0.860 -3.541 1.569

---

The structure with the least stability is model two.